An isolated molecule of CH3OPS in a non-equilibrium geometry. Source: OMol25; level of theory: ωB97M-V/def2-TZVPD.

Summary:
- M (u) = 94.07
- SMILES string = O=CPS
- frontier orbital gap (eV) = 9.14
- HOMO energy (eV) = -8.91
- LUMO energy (eV) = 0.234
- spin multiplicity = 1
- F_max (eV/Å) = 2.367
- energy above the lowest of the compared OMol25 structures with the same formula, charge and spin (kJ/mol) = 94.5

Geometry (Å):
O (-2.085, -0.110, 0.405)
C (-1.115, -0.131, -0.278)
P (0.287, 1.162, 0.052)
S (1.882, -0.269, 0.285)
H (-0.900, -1.006, -1.109)
H (0.190, 1.132, 1.563)
H (1.742, -0.779, -0.917)